Run P
Computed, not measured: an isolated molecule of C4H5FS, with wB97M-V/def2-TZVPD.

As for the SMILES: F/C=C/CC=S. The calculation puts the HOMO-LUMO gap at 0.3169 Ha. As for the charge: 0.

Geometry (Å):
S  2.716  0.370  -0.047
F  -1.859  -0.625  -2.389
C  -1.369  -0.210  -1.143
C  0.045  0.046  0.752
C  -0.297  -0.675  -0.499
C  1.413  0.542  0.937
H  -0.534  0.904  0.725
H  0.393  -1.530  -0.726
H  -0.110  -0.687  1.539
H  1.557  1.212  1.721
H  -1.955  0.653  -0.872

natural (NBO) population analysis, charges in e, atoms 1 to 8: 0.0343 -0.3516 0.2322 -0.5199 -0.2652 -0.2062 0.2329 0.2441


Run Q
Computed, not measured: an isolated molecule of C4H5FS, with wB97M-V/def2-TZVPD.

As for the SMILES: F[C@H]1CCC1=S. The calculation puts the HOMO-LUMO gap at 0.3155 Ha. As for the charge: 0.

Geometry (Å):
S  -2.535  -0.690  -0.135
F  0.387  -2.184  -0.297
C  -1.069  -0.254  0.124
C  0.982  0.209  -0.289
C  -0.331  1.018  -0.114
C  0.243  -0.990  0.384
H  0.478  -1.123  1.416
H  -0.371  1.539  0.855
H  -0.831  1.731  -0.831
H  1.826  0.587  0.236
H  1.219  0.158  -1.350

natural (NBO) population analysis, charges in e, atoms 1 to 8: 0.1422 -0.3419 -0.1400 -0.4287 -0.4868 0.1483 0.1860 0.2307


Run R
Computed, not measured: an isolated molecule of C4H5FS, with wB97M-V/def2-TZVPD.

As for the SMILES: FC/C=C\C=S. The calculation puts the HOMO-LUMO gap at 0.3014 Ha. As for the charge: 0.

Geometry (Å):
S  2.071  -1.165  -0.129
F  -2.378  -0.884  0.163
C  -0.685  0.443  -0.319
C  0.437  1.093  -0.075
C  -0.987  -0.966  -0.014
C  1.695  0.355  0.266
H  2.262  0.953  0.939
H  -0.912  -1.622  -0.901
H  0.587  2.138  -0.131
H  -1.554  1.022  -0.721
H  -0.537  -1.367  0.921

natural (NBO) population analysis, charges in e, atoms 1 to 8: 0.0551 -0.3861 -0.1271 -0.2850 -0.0173 -0.2832 0.1893 0.2019


Run S
Computed, not measured: a structure of composition C4H5FS, with wB97M-V/def2-TZVPD.

The calculation puts the HOMO-LUMO gap at 0.3462 Ha. As for the charge: 0.

Geometry (Å):
S  -0.001  -0.630  -0.667
F  3.004  -0.926  -0.165
C  1.199  0.438  -0.028
C  -1.303  -0.610  0.415
C  -2.381  0.032  -0.198
C  2.475  0.236  -0.007
H  -2.392  0.699  -1.337
H  3.352  0.935  0.161
H  1.027  1.752  -0.008
H  -1.389  -1.540  1.551
H  -3.591  -0.386  0.284

natural (NBO) population analysis, charges in e, atoms 1 to 8: 0.3344 -0.3194 -0.5085 -0.4645 -0.3948 0.2452 0.2611 0.1769


Which one sits at the top of the stability order? run Q does.